17
Properties=species:S:1:pos:R:3:forces:R:3 method="wB97M-V/def2-TZVPD" relative_energy_kcal_mol=73.60 e_lumo_ev=-3.349 total_charge=+1 max_force_ev_per_a=4.3
C -1.239 -0.654 0.505 0.260 0.034 1.009
C -0.569 -1.859 -0.112 0.551 0.199 -0.183
C 0.081 0.081 0.443 1.242 3.448 -2.324
C 0.118 1.378 -1.140 1.299 -4.069 0.730
N 0.775 -1.242 0.182 -0.951 1.291 0.594
P 0.955 1.118 1.758 0.606 -2.187 0.261
H -2.093 -0.247 -0.011 -0.302 0.152 0.232
H -1.364 -0.899 1.569 -0.905 0.318 -0.236
H -0.685 -2.752 0.474 -0.114 -0.722 -0.559
H -0.629 -1.893 -1.181 -0.419 -0.648 -0.440
H 0.004 0.694 -2.088 0.097 1.633 1.923
H 1.004 2.057 -1.156 -0.599 -0.949 0.188
H -0.746 1.844 -0.778 -1.346 0.823 -0.166
H 1.146 -1.556 1.036 0.588 -0.832 1.620
H 1.544 -1.185 -0.419 1.191 -0.294 -1.879
H 0.718 0.199 2.947 -0.160 1.138 -1.238
H -0.092 1.976 1.861 -1.037 0.667 0.467